Entry 1:
# C9H14

A 2-piece molecular cluster, C9H14 overall at a distorted geometry (ωB97M-V with the def2-TZVPD basis set, OMol25).

Geometry as XYZ:
```
23
Properties=species:S:1:pos:R:3:nbo_charge:R:1
C -0.03893 -0.30331 3.23003 -0.630
C -0.62628 -0.32588 1.84617 -0.015
C -1.15903 -1.51756 1.37317 -0.215
C -1.86351 -1.57129 0.15928 -0.209
C -2.19768 -0.35448 -0.41494 -0.218
C -1.48535 0.79705 -0.10659 -0.224
C -0.63422 0.78159 0.99485 -0.205
H -0.14416 -1.25062 3.75145 0.217
H -0.67119 0.32003 3.81288 0.219
H 0.95528 0.12047 3.30139 0.218
H -0.92997 -2.47832 1.81761 0.208
H -2.32476 -2.51685 -0.08835 0.214
H -3.00672 -0.36076 -1.13650 0.210
H -1.44227 1.62226 -0.79025 0.218
H 0.10762 1.54701 1.18489 0.210
C 2.19950 1.33378 -2.17162 -0.626
C 1.62233 0.00458 -2.58898 -0.625
H 3.18635 1.29352 -1.67475 0.206
H 2.63162 1.89433 -3.01547 0.205
H 1.63413 1.97503 -1.50511 0.208
H 0.89047 -0.30985 -1.86234 0.215
H 2.36182 -0.78144 -2.68309 0.212
H 0.93496 0.08074 -3.43374 0.207
```

Calculated values
2S+1: 1
Largest force on an atom: 0.05050 Eh/bohr
Frontier orbital gap: 0.3644 Ha
ΔE to the lowest compared entry with this formula, charge and spin: 101.7 kJ/mol

***

Entry 2:
# H20O10

A 10-piece molecular cluster, H20O10 overall at a distorted geometry (ωB97M-V with the def2-TZVPD basis set, OMol25).

Geometry as XYZ:
```
30
Properties=species:S:1:pos:R:3:nbo_charge:R:1
O 3.29250 0.46258 1.54231 -0.947
H 3.96760 0.07378 1.04741 0.466
H 2.69043 0.86990 0.89817 0.483
O -3.42438 -0.64423 0.33052 -0.943
H -2.79193 -0.26084 0.89307 0.467
H -3.54773 0.08083 -0.25052 0.470
O -2.93415 1.17366 -1.86794 -0.945
H -2.14257 1.69360 -2.00157 0.469
H -3.60171 1.85245 -1.92588 0.478
O -0.64241 2.87704 -1.54378 -0.921
H -0.43553 1.94961 -1.80424 0.458
H 0.20172 3.29517 -1.53852 0.468
O 1.73634 -1.98508 -0.36397 -0.977
H 1.54955 -2.86021 -0.05843 0.480
H 0.97610 -1.68199 -0.82973 0.472
O -0.77953 -2.16621 1.93207 -0.984
H -0.70538 -1.32969 1.50276 0.480
H -1.05660 -2.06710 2.81745 0.470
O -0.48659 -1.11746 -1.55069 -0.957
H -0.91997 -1.96938 -1.71648 0.515
H -0.33943 -0.67761 -2.37517 0.482
O 2.06401 -1.64759 2.57176 -0.976
H 1.22344 -1.57174 2.12297 0.470
H 2.61867 -1.07534 2.08209 0.473
O -0.70552 0.08975 0.76944 -0.962
H 0.05225 0.63178 0.61876 0.493
H -0.98661 -0.11836 -0.09137 0.492
O 1.60454 1.80316 -0.12336 -0.935
H 1.54744 2.72597 -0.10977 0.482
H 1.97543 1.59358 -0.97735 0.481
```

Calculated values
2S+1: 1
Largest force on an atom: 0.05056 Eh/bohr
Frontier orbital gap: 0.3141 Ha
ΔE to the lowest compared entry with this formula, charge and spin: 346.4 kJ/mol

***

Entry 3:
# C31H32BrCsN5O6S

C31H32BrCsN5O6S as an isolated structure (ωB97M-V with the def2-TZVPD basis set, OMol25).

Geometry as XYZ:
```
77
Properties=species:S:1:pos:R:3:lowdin_charge:R:1
Cs -0.22681 0.12393 -1.41541 1.296
N -0.33378 -0.03958 3.48282 0.020
N 0.78850 0.28937 2.70321 -0.024
C 1.03249 -0.32811 1.47227 -0.852
O 1.89959 0.19680 0.74208 -0.135
O 0.34346 -1.36770 1.21895 -0.165
H -0.13502 -0.92511 3.93241 0.045
H -1.11878 -0.21896 2.86201 0.073
H 1.04121 1.26154 2.74318 0.096
O 0.85115 2.79890 -2.41285 -0.089
C -0.30934 3.61703 -2.20705 -0.354
C -1.59810 2.76673 -2.55795 -0.755
O -2.64604 3.17312 -2.04409 0.016
O -1.42451 1.80510 -3.34083 -0.191
C -0.36746 4.08743 -0.76154 -0.155
C 0.40326 3.49679 0.23559 -0.029
C 0.33441 3.96238 1.54770 -0.086
C -0.51081 5.00318 1.88419 -0.100
C -1.30137 5.58123 0.89556 -0.078
C -1.22794 5.12839 -0.40779 -0.029
C -0.21745 4.78744 -3.18668 -0.134
C -0.88949 4.77062 -4.40435 0.003
C -0.70729 5.79603 -5.32168 -0.078
C 0.15164 6.84822 -5.04018 -0.107
C 0.82802 6.87349 -3.82896 -0.090
C 0.63891 5.85104 -2.91052 -0.034
H 1.62214 3.35439 -2.25038 0.102
H 1.06069 2.65860 0.02961 0.086
H 0.95506 3.50200 2.30707 0.092
H -0.56177 5.35852 2.90586 0.095
H -1.98161 6.38666 1.14395 0.098
H -1.85399 5.56940 -1.17140 0.124
H -1.54779 3.94343 -4.63662 0.118
H -1.23977 5.76813 -6.26447 0.099
H 0.29199 7.64561 -5.75974 0.093
H 1.49804 7.69167 -3.59496 0.096
H 1.15349 5.88684 -1.95617 0.121
C 3.55620 -2.30582 2.43414 -0.092
C 4.08041 -3.09982 1.24446 -0.222
C 3.28983 -2.84237 -0.03418 -0.193
N 1.90504 -3.26689 0.09933 0.041
C 1.39065 -4.34166 -0.46090 -0.877
S 2.13163 -5.38862 -1.53754 0.580
N 0.04302 -4.56374 -0.13028 0.103
C -0.59422 -4.45465 1.08711 -0.416
O -1.80918 -4.48626 1.14463 0.067
C 0.23438 -4.46537 2.33196 -0.151
C -0.21001 -3.72746 3.42154 -0.030
C 0.47418 -3.79310 4.62450 -0.078
C 1.58619 -4.61675 4.74529 -0.090
C 2.01648 -5.36988 3.66288 -0.081
C 1.34569 -5.29020 2.45090 -0.030
H 4.14769 -2.50187 3.33070 0.072
H 2.51941 -2.56483 2.66036 0.056
H 3.58368 -1.23394 2.22928 0.072
H 4.06418 -4.17280 1.45945 0.099
H 5.12352 -2.83490 1.04791 0.106
H 3.72389 -3.37435 -0.87885 0.073
H 3.27058 -1.77122 -0.24819 0.117
H 1.26385 -2.58523 0.55511 0.084
H -0.50961 -4.98460 -0.86207 0.133
H -1.08639 -3.10577 3.30356 0.117
H 0.14011 -3.20555 5.47075 0.103
H 2.11975 -4.66871 5.68619 0.100
H 2.88140 -6.01404 3.75693 0.104
H 1.68543 -5.87049 1.60040 0.110
Br -5.85962 -0.98848 -4.15201 0.736
C -4.82535 -1.56003 -2.67553 -0.671
C -5.29603 -2.55318 -1.83447 -0.117
C -4.49970 -2.93675 -0.76818 -0.050
C -3.27296 -2.31365 -0.59649 -0.132
N -2.82741 -1.36390 -1.41551 -0.039
C -3.58802 -0.98066 -2.43934 -0.183
H -6.25948 -3.01126 -2.01330 0.101
H -4.81277 -3.71101 -0.08140 0.108
H -2.62238 -2.59682 0.22257 0.089
H -3.19895 -0.18791 -3.07454 0.097
```

Calculated values
2S+1: 1
Total charge: -1
Largest force on an atom: 0.00926 Eh/bohr
Frontier orbital gap: 0.2971 Ha
ΔE to the lowest compared entry with this formula, charge and spin: 0.0 kJ/mol

***

Entry 4:
# C22H39F3O20P2S

A 5-piece molecular cluster, C22H39F3O20P2S overall at a distorted geometry (ωB97M-V with the def2-TZVPD basis set, OMol25).

Geometry as XYZ:
```
87
Properties=species:S:1:pos:R:3:lowdin_charge:R:1
C -2.36463 5.96668 -2.63069 0.032
C -1.45728 4.95133 -1.92302 -0.504
O -1.34304 5.01983 -0.74807 0.128
O -0.77528 3.94688 -2.58924 -0.024
C -1.52420 2.73380 -2.67665 -0.124
C -1.32077 1.76080 -1.48367 -0.470
P -2.36711 1.99328 0.10933 1.034
C -3.87056 3.04208 -0.30622 -0.232
O -1.44287 2.82219 1.25489 -0.295
O -1.93555 0.51742 -2.00262 -0.208
S -1.43358 -0.63678 -0.94814 0.652
O -2.41106 -1.16693 -0.03706 -0.277
O -0.83412 -1.78203 -1.56593 -0.241
O -0.13677 0.16565 -0.28377 -0.183
C 0.12832 1.25791 -1.19499 -0.496
C 1.02318 2.43617 -0.64575 -0.140
C 2.14367 1.97259 0.33216 -0.087
C 1.66178 1.57361 1.71460 -0.226
F 1.02229 2.41657 2.53857 0.089
C 1.88588 0.35814 2.17319 -0.332
F 2.79364 -0.42258 1.62084 0.146
F 1.20463 -0.09290 3.20637 0.161
P 1.11921 0.71046 -2.72546 0.814
O 0.35240 -0.16005 -3.65310 -0.428
H -1.80461 6.91907 -2.65983 0.099
H -3.23690 6.11014 -1.97166 0.092
H -2.68334 5.64882 -3.63455 0.087
H -2.59224 2.94523 -2.85855 0.128
H -1.15473 2.20597 -3.58001 0.135
H -4.11843 3.04550 -1.37981 0.038
H -4.70849 2.52380 0.19917 0.040
H -3.81083 4.04789 0.14461 0.043
H -2.10999 3.26050 1.80973 0.060
H 0.43408 3.27408 -0.24089 0.105
H 1.54447 2.84190 -1.53686 0.094
H 2.82050 2.84389 0.47265 0.132
H 2.77482 1.18956 -0.11776 0.113
H 2.22700 -0.02469 -2.21058 0.054
H 1.54517 1.84672 -3.47920 0.046
C -3.00881 -4.81047 5.89838 -0.041
O -3.68427 -4.00099 4.93850 0.002
C -3.13111 -4.02274 3.71911 -0.618
O -2.15264 -4.64862 3.40164 0.122
O -3.84981 -3.23209 2.92470 0.011
C -3.36891 -3.15551 1.57617 -0.043
H -3.54034 -4.71672 6.84277 0.094
H -3.02136 -5.85779 5.59734 0.099
H -1.98488 -4.46538 6.04035 0.081
H -3.39694 -4.13745 1.10293 0.104
H -2.36435 -2.74777 1.55128 0.081
H -4.02793 -2.48843 1.03122 0.083
C 0.77713 2.87637 -7.03523 -0.035
O 1.30180 3.88749 -6.16853 -0.010
C 1.73403 4.98246 -6.80032 -0.620
O 1.71380 5.16741 -7.98811 0.129
O 2.19291 5.83681 -5.88010 -0.002
C 2.69189 7.06245 -6.41699 -0.043
H 0.46057 2.04178 -6.41220 0.088
H -0.08769 3.25013 -7.58250 0.099
H 1.54318 2.52313 -7.72428 0.100
H 1.90382 7.60213 -6.94126 0.098
H 3.53519 6.87657 -7.08117 0.099
H 3.03304 7.66786 -5.58039 0.092
C 1.08785 -5.07929 11.64906 -0.044
O 0.41379 -4.27063 10.68529 0.002
C 0.96731 -4.29195 9.46901 -0.618
O 1.94523 -4.91519 9.14903 0.126
O 0.24473 -3.50078 8.67203 0.002
C 0.72390 -3.42664 7.32844 -0.045
H 0.54926 -4.98050 12.58872 0.092
H 1.07716 -6.12644 11.34807 0.098
H 2.11083 -4.73332 11.79400 0.098
H 0.69809 -4.40837 6.85611 0.098
H 1.73192 -3.01437 7.30089 0.098
H 0.06250 -2.76036 6.77902 0.091
C 3.18465 -4.40375 -5.76841 -0.048
O 2.39758 -4.81586 -4.65323 0.004
C 2.48651 -4.00802 -3.59135 -0.613
O 3.15510 -3.00761 -3.52043 0.110
O 1.70969 -4.50209 -2.62902 0.016
C 1.71063 -3.72865 -1.42858 -0.039
H 3.03049 -5.13238 -6.56120 0.091
H 2.86380 -3.42529 -6.12525 0.097
H 4.24298 -4.38824 -5.50846 0.096
H 1.33213 -2.72675 -1.62033 0.065
H 2.71258 -3.68769 -0.99948 0.098
H 1.04828 -4.21894 -0.71929 0.099
```

Calculated values
2S+1: 1
Largest force on an atom: 0.08558 Eh/bohr
Frontier orbital gap: 0.3212 Ha

***

Which formula does entry 3 have?
C31H32BrCsN5O6S

***

Number 4 is which compound?
C22H39F3O20P2S

***

Among the records above, which one has the lowest frontier orbital gap?
C31H32BrCsN5O6S